# 1
C54H79ClN5OP2Pd | ωB97M-V with the def2-TZVPD basis set

Cartesian coordinates (Å):
Pd1 0.3489 -0.9951 0.6098
Cl1 3.5351 5.1040 -4.9655
P1 -1.4781 -2.6827 1.2673
P2 2.6680 -1.4557 1.0054
O1 -4.0314 4.5764 -0.5281
N1 -1.0670 0.9696 1.1648
N2 0.4450 -0.1420 -1.2417
N3 0.3764 -1.2956 2.7592
N4 -1.7403 2.9514 0.5636
N5 -2.7665 2.4478 1.2899
C1 -0.8569 -1.1827 3.4031
C2 -1.2043 -5.0053 3.0032
C3 4.9974 -0.2338 2.2859
C4 -3.8273 -4.4487 1.0959
C5 1.0220 6.0331 -4.5733
C6 0.6519 -0.1818 -2.5705
C7 -3.1019 -3.2277 0.5256
C8 1.3693 -1.9945 3.3643
C9 -1.0655 -0.4046 4.5404
C10 2.2675 5.4407 -2.6013
C11 -1.1917 6.6697 -1.5546
C12 -1.7402 4.2532 -0.0727
C13 -2.2994 -0.3946 5.1700
C14 -3.7184 3.7010 -3.4235
C15 -2.3295 -1.3484 -2.3862
C16 2.5582 -2.2448 2.6401
C17 -0.6058 -3.1877 -2.4609
C18 0.0009 6.2683 -2.3891
C19 1.6430 0.9134 -4.5826
C20 0.8870 0.1672 -5.4693
C21 3.5718 -3.0238 3.1852
C22 -0.0512 6.3892 -3.7772
C23 5.0904 -2.4772 -0.2728
C24 2.1787 5.5573 -3.9739
C25 -1.1818 -1.9652 -3.1703
C26 2.3149 -3.3444 5.1647
C27 3.8371 0.5077 -2.2608
C28 -3.3469 2.0149 -1.6232
C29 -2.7648 4.4765 -1.1903
C30 0.0292 -0.7735 -4.9161
C31 -1.4046 3.0262 -2.8025
C32 2.8729 -2.9519 -1.3541
C33 -4.0530 -2.0268 0.4131
C34 -1.9326 -1.8966 2.8594
C35 3.7478 0.0136 1.4435
C36 1.2857 -2.5757 4.6550
C37 3.4857 -3.5932 4.4488
C38 2.6844 1.4889 -2.4626
C39 1.1768 5.7989 -1.8191
C40 -3.3578 -1.1635 4.6897
C41 -2.8004 3.3186 -2.2444
C42 -0.2701 -5.1414 0.6522
C43 1.5842 0.7492 -3.2058
C44 2.3028 2.1383 -1.1374
C45 2.8399 0.9938 2.1992
C46 3.6027 -2.7221 -0.0223
C47 -2.4972 5.8911 -1.8168
C48 4.5979 -4.4488 5.0023
C49 -3.1520 -1.9075 3.5320
C50 -0.6001 -4.2285 1.8333
C51 -4.6824 -1.1914 5.4094
C52 -0.7417 2.0619 0.5145
C53 -0.1206 -0.9544 -3.5499
C54 -2.3170 1.2548 1.6204
H1 0.3596 -5.9695 0.9899
H2 0.1722 2.2306 -0.0295
H3 -4.0865 2.1872 -0.8405
H4 -1.4143 7.7135 -1.7942
H5 -1.5757 -4.3397 3.7839
H6 4.0408 0.4680 0.5005
H7 -0.5859 -1.3736 -5.5829
H8 2.3607 1.6290 -4.9789
H9 -3.1626 -2.0527 -2.3134
H10 -1.1678 -5.5701 0.2002
H11 5.7311 -0.8648 1.7916
H12 -4.0206 -4.3664 2.1660
H13 -0.9546 6.7609 -4.2486
H14 -3.5172 -1.1033 0.1905
H15 -0.3215 -2.9084 -1.4475
H16 4.3842 -4.7423 6.0311
H17 3.1750 2.6143 -0.6717
H18 -0.7388 4.3710 -0.4834
H19 -0.9250 6.6580 -0.4973
H20 2.2010 -3.7776 6.1544
H21 4.7320 -5.3636 4.4191
H22 -4.5473 -1.4285 6.4665
H23 2.6242 0.6115 3.2008
H24 -3.9751 -2.5016 3.1557
H25 3.5057 -3.6322 0.5735
H26 -2.6366 5.8495 -2.8950
H27 -4.6156 -1.8721 1.3332
H28 3.2807 -2.3183 -2.1446
H29 4.7402 -0.6875 3.2441
H30 -3.8122 1.4090 -2.4002
H31 1.5347 2.9023 -1.2874
H32 1.9078 1.3532 -0.4960
H33 1.8847 1.1317 1.6934
H34 -4.7734 -2.1919 -0.3917
H35 -3.2599 4.4331 -4.0886
H36 -5.3445 -1.9429 4.9783
H37 -0.7574 2.5656 -2.0539
H38 1.2511 5.6984 -0.7416
H39 5.4781 0.7275 2.4928
H40 -1.9091 5.0176 0.6878
H41 -2.4462 0.2152 6.0560
H42 -2.5472 1.4126 -1.1904
H43 -1.4791 2.3046 -3.6197
H44 0.9613 0.3077 -6.5406
H45 -1.9986 -1.0603 -1.3888
H46 0.2797 -3.5558 -2.9834
H47 -1.3361 -4.0044 -2.4107
H48 -3.2642 -5.3665 0.9316
H49 3.1709 5.0565 -2.1485
H50 3.3328 1.9647 2.2993
H51 -2.6855 -0.4559 -2.8979
H52 0.9657 6.1160 -5.6501
H53 5.5537 -3.9192 5.0005
H54 -2.7996 -3.4826 -0.4936
H55 -3.3101 6.5030 -1.4267
H56 5.4681 -3.2370 -0.9629
H57 -0.2424 0.1881 4.9226
H58 -0.9182 3.9226 -3.1926
H59 5.6812 -2.5437 0.6390
H60 3.0383 2.2816 -3.1310
H61 4.1259 0.0546 -3.2111
H62 0.2715 -4.6034 -0.1239
H63 -5.1915 -0.2264 5.3532
H64 3.4914 -0.2858 -1.6002
H65 -1.6103 -2.3099 -4.1172
H66 -4.6873 4.0998 -3.1060
H67 4.7185 0.9918 -1.8226
H68 -3.9109 2.8094 -4.0199
H69 -4.7927 -4.5614 0.5917
H70 0.3473 -3.8103 2.1842
H71 -4.6870 4.0761 -1.0227
H72 -0.4305 -5.6358 3.4509
H73 -2.0191 -5.6571 2.6870
H74 2.9738 -3.9941 -1.6701
H75 -2.8994 0.5694 2.2173
H76 1.8149 -2.7110 -1.2760
H77 0.3884 -2.4365 5.2441
H78 4.4691 -3.2044 2.5977
H79 5.2662 -1.5019 -0.7277

Summary:
**E**: -101359.6913 eV
**Net charge**: -1
**E_HOMO**: -2.61 eV

***

# 2
C46H35AlNP2Si | ωB97M-V with the def2-TZVPD basis set

Cartesian coordinates (Å):
P1 -0.5315 1.8180 -0.6132
P2 0.4312 -2.0489 -0.7054
Si1 2.0684 0.6012 -2.1474
Al1 1.0650 0.2185 0.1120
N1 1.8704 0.6165 9.9847
C1 1.5800 4.8118 1.2159
C2 -4.4420 0.8445 -0.8436
C3 -3.5871 -2.3675 0.0442
C4 2.5493 -4.7830 1.4982
C5 -2.0166 -2.5172 -2.2031
C6 0.9555 -3.5559 0.2605
C7 -3.3576 -2.7484 -2.2927
C8 2.7140 -1.4862 -4.0548
C9 -1.4097 -2.1977 -0.9685
C10 -3.0962 0.9838 -1.1592
C11 1.2789 0.4356 3.2577
C12 -0.3566 2.0843 -2.4056
C13 3.6866 1.4101 -2.5258
C14 -1.0104 4.5885 0.1755
C15 0.4836 0.9662 6.8066
C16 0.4314 -5.8209 0.9896
C17 2.5726 -2.7036 -4.7088
C18 1.2670 0.3112 2.0316
C19 -4.9658 1.1791 0.4153
C20 1.1756 -3.5089 -2.9387
C21 0.0205 2.6892 -5.1228
C22 0.8310 1.8212 -4.4494
C23 -1.2689 2.9312 -3.1240
C24 0.7255 1.5155 -3.0505
C25 -2.3062 1.6455 -0.2557
C26 -2.7820 2.0408 0.9787
C27 -2.2067 -2.2325 0.1556
C28 2.7246 0.1824 6.6505
C29 1.2067 3.6261 0.5539
C30 0.6804 5.9081 1.2725
C31 -4.1257 1.7338 1.3680
C32 1.6658 0.6565 7.4198
C33 -1.0774 3.1794 -4.4284
C34 1.7665 -3.7098 -4.1238
C35 -0.6174 5.7751 0.7132
C36 2.5457 0.0639 5.2872
C37 -0.1361 3.5212 0.1582
C38 1.9662 -1.1921 -2.8844
C39 1.2060 -2.1966 -2.2869
C40 0.2352 0.8598 5.4805
C41 1.8066 0.7267 8.8365
C42 2.1641 -3.6131 0.8829
C43 1.7029 -5.8816 1.5199
C44 0.0770 -4.6802 0.3215
C45 -4.1623 -2.6090 -1.1696
C46 1.3586 0.5107 4.6723
H1 0.5272 -4.2725 -2.4281
H2 -4.5039 1.9819 2.3678
H3 3.1838 -0.2407 4.5379
H4 3.7318 2.4983 -2.2552
H5 1.6445 1.2839 -4.9651
H6 -1.7655 -1.9229 1.1554
H7 2.5629 4.8217 1.7639
H8 -5.2424 -2.7261 -1.3360
H9 -1.3431 6.5845 0.6643
H10 2.9491 -2.7344 -5.6928
H11 -4.2093 -2.4741 0.9713
H12 -3.7754 -2.9097 -3.2472
H13 1.5482 -4.6221 -4.7382
H14 -0.2224 -6.6848 0.9379
H15 4.5903 0.9109 -2.0805
H16 -6.0288 0.9808 0.5749
H17 3.6963 -0.0442 7.0503
H18 2.8566 -2.8022 0.7985
H19 -5.0347 0.2737 -1.5963
H20 1.8261 2.7455 0.4439
H21 -2.1601 2.6516 1.6320
H22 -2.1746 3.2390 -2.5690
H23 -1.7515 3.7544 -5.0155
H24 0.1153 2.8921 -6.1417
H25 3.3467 -0.7236 -4.4415
H26 3.5107 -4.8415 2.0148
H27 -1.3187 -2.5148 -3.1386
H28 -0.8902 -4.5036 -0.2272
H29 -2.0672 4.4741 -0.0496
H30 2.0898 -6.7098 2.1079
H31 -2.7431 0.6262 -2.0982
H32 3.7858 1.3068 -3.6338
H33 -0.7344 1.1038 5.0708
H34 1.0326 6.9309 1.5122
H35 -0.3891 1.2640 7.4502

Summary:
**E**: -82805.6675 eV
**Net charge**: +1
**E_HOMO**: -10.77 eV
**ΔE to the lowest compared entry with this formula, charge and spin**: 0.268 eV